Record 1
Computed, not measured: a structure of composition C13H25Li6O14P2 in a non-equilibrium geometry, with the ωB97M-V functional and the def2-TZVPD basis.

Values from the calculation:
highest occupied orbital energy	-2.91	eV
Kohn-Sham gap	4.705	eV
charge	-1
LUMO level	0.0661	hartree

Element x y z (Å)
1 P -0.552 -4.142 -2.668
2 P -1.340 -0.743 -0.933
3 O -1.570 0.582 -0.160
4 O -2.802 -3.216 2.062
5 O -0.466 -1.526 0.064
6 O -2.664 -1.521 -1.001
7 O -1.213 -3.999 -1.292
8 O -2.489 -1.100 1.981
9 O 0.777 -3.336 -2.665
10 O 2.587 -1.707 -0.807
11 O -1.655 -3.579 -3.612
12 O 1.771 3.290 0.166
13 O -0.591 -0.818 -2.242
14 O -3.324 -2.075 3.921
15 O -3.902 1.881 1.232
16 O -0.108 -5.591 -2.717
17 C -2.317 3.526 1.595
18 C -3.220 3.467 2.861
19 C 2.990 3.476 -0.550
20 C 1.444 2.288 -1.925
21 C 2.929 -1.274 0.489
22 C 3.689 -2.248 -1.488
23 C 4.516 -2.951 -0.374
24 C 2.942 2.405 -1.605
25 C 3.998 -2.296 0.923
26 C 0.797 2.536 -0.593
27 C -3.293 2.996 0.575
28 C -4.093 2.241 2.623
29 C -2.892 -2.100 2.634
30 Li -1.802 -2.799 0.334
31 Li -0.659 -2.030 -3.941
32 Li -3.390 -0.171 0.233
33 Li -2.790 -3.093 -2.138
34 Li 0.642 -1.979 -1.396
35 Li -0.778 -0.065 1.348
36 H 2.065 -1.331 1.148
37 H -4.041 3.728 0.245
38 H -3.430 -3.056 3.930
39 H 3.306 -0.248 0.405
40 H 3.816 3.387 0.159
41 H 1.221 1.374 -2.471
42 H 3.271 1.423 -1.264
43 H -1.830 4.467 1.339
44 H -2.855 2.672 -0.369
45 H 1.071 3.102 -2.557
46 H 5.592 -2.882 -0.532
47 H 3.412 -2.941 -2.279
48 H -5.166 2.408 2.714
49 H 0.676 1.638 0.016
50 H -1.483 2.837 1.744
51 H -0.107 3.142 -0.548
52 H 4.195 -1.368 -1.907
53 H 3.556 -3.059 1.564
54 H -3.755 1.401 3.230
55 H -3.876 4.333 2.968
56 H 3.538 2.684 -2.476
57 H 3.045 4.490 -0.962
58 H 4.305 -4.014 -0.260
59 H 4.858 -1.957 1.507
60 H -2.556 3.444 3.724

Here are the Mulliken charges for atoms 1 to 2, given in e:
1. P 0.62
2. P 0.96


Record 2
Computed, not measured: an isolated molecule of C2H4N6O5 in a non-equilibrium geometry, with the ωB97M-V functional and the def2-TZVPD basis.

Values from the calculation:
highest occupied orbital energy (alpha / beta)	-6.78 / -9.61	eV
Kohn-Sham gap (alpha / beta)	6.208 / 6.237	eV
expectation value of S²	2.02
multiplicity	3
LUMO level (alpha / beta)	-0.0210 / -0.1241	hartree

Element x y z (Å)
1 O -1.263 2.852 -0.177
2 O 1.714 2.305 0.722
3 O -3.591 -0.909 0.244
4 O -3.939 1.189 -0.210
5 O 1.362 -0.782 -0.607
6 N 1.437 1.704 -0.496
7 N -0.868 -0.714 -0.169
8 N 0.308 -0.179 -0.509
9 N -3.230 0.239 0.005
10 N 0.242 1.100 -0.534
11 N -1.121 -2.082 -0.052
12 C -1.111 1.685 -0.230
13 C -1.836 0.504 0.016
14 H 2.178 0.938 -0.578
15 H -1.359 -2.271 0.975
16 H -1.879 -2.336 -0.674
17 H 1.690 3.315 0.715

Here are the Mulliken charges for atoms 1 to 2, given in e:
1. O -0.48
2. O -0.44


What did the second record say?
Computed, not measured: an isolated molecule of C2H4N6O5 in a non-equilibrium geometry, with the ωB97M-V functional and the def2-TZVPD basis.

Values from the calculation:
highest occupied orbital energy (alpha / beta)	-6.78 / -9.61	eV
Kohn-Sham gap (alpha / beta)	6.208 / 6.237	eV
expectation value of S²	2.02
multiplicity	3
LUMO level (alpha / beta)	-0.0210 / -0.1241	hartree

Element x y z (Å)
1 O -1.263 2.852 -0.177
2 O 1.714 2.305 0.722
3 O -3.591 -0.909 0.244
4 O -3.939 1.189 -0.210
5 O 1.362 -0.782 -0.607
6 N 1.437 1.704 -0.496
7 N -0.868 -0.714 -0.169
8 N 0.308 -0.179 -0.509
9 N -3.230 0.239 0.005
10 N 0.242 1.100 -0.534
11 N -1.121 -2.082 -0.052
12 C -1.111 1.685 -0.230
13 C -1.836 0.504 0.016
14 H 2.178 0.938 -0.578
15 H -1.359 -2.271 0.975
16 H -1.879 -2.336 -0.674
17 H 1.690 3.315 0.715

Here are the Mulliken charges for atoms 1 to 2, given in e:
1. O -0.48
2. O -0.44